Record 1
A cluster of 2 separate species, C2H4F2O in total in a non-equilibrium geometry. Source: the OMol25 dataset; level of theory: ωB97M-V with the def2-TZVPD basis set.

```
! wB97M-V def2-TZVPD RIJCOSX def2/J DEFGRID3
* xyz 0 1
C -1.18 -1.06 -0.60
C 0.14 -1.05 -0.62
F 0.82 -1.97 0.10
F 0.92 -0.24 -1.28
H -1.73 -1.95 -0.20
H -1.67 -0.26 -0.98
O 0.49 2.10 1.38
H 0.80 2.57 0.58
H 1.41 1.86 1.63
*
```

Properties
- Gap between HOMO and LUMO: 10.62 eV
- SMILES: C=C(F)F.O
- Energy above the lowest of the compared OMol25 structures with the same formula, charge and spin: 1.393 eV

---

Record 2
A structure of composition C13H19Cl3N4OS. Source: the OMol25 dataset; level of theory: ωB97M-V with the def2-TZVPD basis set.

```
! wB97M-V def2-TZVPD RIJCOSX def2/J DEFGRID3
* xyz 0 1
C 4.54 0.27 1.21
C 4.25 0.14 -0.29
C 2.76 0.29 -0.60
O 2.16 1.29 0.21
C 1.44 2.30 -0.46
C -0.04 2.04 -0.56
C -0.51 0.69 -0.68
C -1.81 0.32 -0.75
C -2.22 -1.12 -0.82
C -2.22 -1.81 0.54
N -3.02 -1.07 1.53
C -2.75 1.39 -0.75
N -4.08 1.28 -0.83
S -4.66 2.77 -0.77
N -3.32 3.62 -0.66
C -2.31 2.74 -0.66
C -0.93 3.08 -0.56
N -0.61 4.44 -0.54
H 4.53 1.31 1.51
H 3.77 -0.24 1.79
H 5.50 -0.17 1.46
H 4.83 0.87 -0.85
H 4.54 -0.86 -0.62
H 2.61 0.51 -1.66
H 2.27 -0.67 -0.40
H 1.86 2.47 -1.46
H 1.61 3.21 0.11
H 0.23 -0.11 -0.68
H -3.21 -1.21 -1.27
H -1.51 -1.65 -1.45
H -1.20 -1.99 0.89
H -2.69 -2.79 0.43
H -2.69 -0.11 1.59
H -2.86 -1.47 2.45
H 0.36 4.62 -0.33
H -1.19 4.96 0.11
C -0.69 -5.96 0.71
Cl 0.25 -6.29 2.17
Cl -2.32 -5.43 1.12
Cl 0.12 -4.77 -0.31
H -0.77 -6.88 0.15
*
```

Properties
- Gap between HOMO and LUMO: 7.85 eV

---

Record 3
A cluster of 2 separate species, C8H19NO in total. Source: the OMol25 dataset; level of theory: ωB97M-V with the def2-TZVPD basis set.

```
! wB97M-V def2-TZVPD RIJCOSX def2/J DEFGRID3
* xyz 0 1
C 0.65 2.98 1.25
C 0.39 1.70 0.44
C 1.62 1.39 -0.42
C 0.13 0.54 1.40
C -0.83 1.90 -0.46
H 1.52 2.85 1.90
H -0.23 3.22 1.87
H 0.84 3.83 0.57
H 2.51 1.24 0.22
H 1.45 0.47 -1.00
H 1.82 2.22 -1.12
H -0.75 0.75 2.03
H -0.05 -0.39 0.84
H 1.00 0.38 2.06
H -1.72 2.13 0.15
H -0.65 2.74 -1.16
H -1.02 0.99 -1.05
C 1.18 -3.00 -0.16
N -0.26 -2.81 -0.21
C -0.82 -1.96 -1.11
C -2.33 -1.86 -1.05
O -0.14 -1.33 -1.91
H 1.42 -3.72 0.64
H 1.70 -2.05 0.06
H 1.56 -3.39 -1.12
H -0.86 -3.32 0.45
H -2.66 -1.50 -0.06
H -2.68 -1.15 -1.82
H -2.80 -2.84 -1.23
*
```

Properties
- Gap between HOMO and LUMO: 10.57 eV
- SMILES: CC(C)(C)C.CNC(C)=O
- Energy above the lowest of the compared OMol25 structures with the same formula, charge and spin: 0.000 eV

---

no.,E_LUMO (eV)
1,0.72
2,-0.14
3,0.77